--- one ---
C3H12O3 | wB97M-V/def2-TZVPD

Calculated values
**Structure (SMILES)**: CO.CO.CO

The geometry in ORCA input format:
```
! RIJCOSX wB97M-V def2-TZVPD def2/J DEFGRID3
* xyz 0 1
H 0.799 -0.357 -0.409
O -0.951 2.906 0.189
C 1.389 0.118 0.389
H 0.492 4.064 -0.637
H -0.139 -2.144 0.545
O 0.606 0.793 1.332
H -0.046 2.741 -1.686
H 0.088 1.466 0.865
H -1.064 4.206 -1.442
H -1.758 2.454 -0.076
C -0.374 3.500 -0.977
C -0.637 -4.016 0.255
H 2.126 0.763 -0.120
H -1.500 -3.924 0.924
H 1.947 -0.669 0.896
O -0.171 -2.757 -0.195
H 0.147 -4.574 0.773
H -0.954 -4.570 -0.626
*
```

Formally, the natural (NBO) partial charges of the atoms, in units of the elementary charge, are as follows: number 1, H, carries 0.160; number 2, O, carries -0.733; number 3, C, carries -0.257; number 4, H, carries 0.190; number 5, H, carries 0.471; number 6, O, carries -0.742; number 7, H, carries 0.170; number 8, H, carries 0.488; number 9, H, carries 0.173; number 10, H, carries 0.473; number 11, C, carries -0.254; number 12, C, carries -0.245; number 13, H, carries 0.154; number 14, H, carries 0.162; number 15, H, carries 0.177; number 16, O, carries -0.729; number 17, H, carries 0.161; number 18, H, carries 0.180

***

--- two ---
C3H12O3 | wB97M-V/def2-TZVPD

Calculated values
**Structure (SMILES)**: CC(C)O.O.O

The geometry in ORCA input format:
```
! RIJCOSX wB97M-V def2-TZVPD def2/J DEFGRID3
* xyz 0 1
H -1.544 0.164 1.720
C 0.516 -0.495 1.316
H 5.255 3.590 -2.366
O -5.867 0.133 -1.789
H -5.864 0.803 -2.479
H 4.797 2.237 -2.918
H 0.254 -1.991 2.754
C 0.532 -2.018 1.766
H -0.849 0.605 -0.065
O 1.607 -0.160 0.451
C -0.882 -0.168 0.754
O 5.557 2.806 -2.735
H 0.609 0.276 2.215
H 1.494 -2.421 1.495
H -1.602 -1.028 0.591
H -0.289 -2.573 1.203
H -5.103 -0.414 -1.993
H 1.380 0.655 0.081
*
```

Formally, the natural (NBO) partial charges of the atoms, in units of the elementary charge, are as follows: number 1, H, carries 0.214; number 2, C, carries 0.101; number 3, H, carries 0.465; number 4, O, carries -0.934; number 5, H, carries 0.467; number 6, H, carries 0.471; number 7, H, carries 0.212; number 8, C, carries -0.621; number 9, H, carries 0.214; number 10, O, carries -0.715; number 11, C, carries -0.659; number 12, O, carries -0.936; number 13, H, carries 0.145; number 14, H, carries 0.231; number 15, H, carries 0.219; number 16, H, carries 0.200; number 17, H, carries 0.467; number 18, H, carries 0.458

***

--- three ---
C3H12O3 | wB97M-V/def2-TZVPD

Calculated values
**Structure (SMILES)**: CC(C)O.O.O

The geometry in ORCA input format:
```
! RIJCOSX wB97M-V def2-TZVPD def2/J DEFGRID3
* xyz 0 1
H -1.636 0.662 -0.449
H -0.876 -0.683 -1.311
H 0.674 1.275 0.386
H 1.393 -1.835 -1.532
C -0.715 0.316 -0.905
C 0.606 -0.730 1.113
H 1.026 -2.901 -2.572
O -2.052 2.645 1.923
C 0.518 0.277 -0.031
H 1.371 -0.377 1.800
H 0.786 -1.756 0.807
H -2.423 1.843 1.610
O 1.666 0.032 -0.915
H -2.746 3.015 2.432
H -0.365 -0.723 1.620
H -0.433 0.951 -1.744
H 2.302 0.649 -0.583
O 0.903 -2.658 -1.650
*
```

Formally, the natural (NBO) partial charges of the atoms, in units of the elementary charge, are as follows: number 1, H, carries 0.204; number 2, H, carries 0.227; number 3, H, carries 0.164; number 4, H, carries 0.493; number 5, C, carries -0.637; number 6, C, carries -0.633; number 7, H, carries 0.466; number 8, O, carries -0.927; number 9, C, carries 0.099; number 10, H, carries 0.207; number 11, H, carries 0.232; number 12, H, carries 0.463; number 13, O, carries -0.761; number 14, H, carries 0.466; number 15, H, carries 0.205; number 16, H, carries 0.222; number 17, H, carries 0.476; number 18, O, carries -0.966

***

Bottom line: three, by a margin of 1.155 eV.